Entry 1:
# C2H5NO2P

A gas-phase ion, C2H5NO2P (charge -1) at a distorted geometry (the ωB97M-V functional and the def2-TZVPD basis, the Open Molecules 2025 dataset).

```
11
C2H5NO2P, DFT the ωB97M-V functional and the def2-TZVPD basis
P -1.81418 -0.21918 -0.05011
O -2.89467 -0.10875 -1.04761
O -2.18034 -0.93808 1.23431
N -1.25192 1.57119 0.46580
C -0.15989 -0.82077 -0.60222
C 0.90810 -1.07172 0.17680
H -1.95074 2.07867 0.95054
H 0.87715 -0.94891 1.27268
H -0.58944 1.12025 1.08419
H -0.11721 -1.04519 -1.73284
H 1.63090 -1.69156 -0.16573
```

Calculated values
Orbital gap (eV): 8.62
Relative energy (zero: lowest compared OMol25 entry of this formula, charge and spin) (eV): 0.428
DFT total energy (eV): -17031.0889
Net charge: -1
SMILES: C=C[P@](N)(=O)[O-]


Entry 2:
# C2H5NO2S

A molecular structure, C2H5NO2S at a distorted geometry (the ωB97M-V functional and the def2-TZVPD basis, the Open Molecules 2025 dataset).

```
11
C2H5NO2S, DFT the ωB97M-V functional and the def2-TZVPD basis
S 1.22672 -1.51965 0.23559
O 1.94529 1.56615 -0.23788
O -0.21954 0.34822 1.87836
N 1.12830 0.76154 -0.66350
C 0.28670 0.04407 0.10634
C -1.05606 -0.08321 -0.53633
H -1.67490 -0.57798 0.34755
H -0.92883 -0.59257 -1.48500
H -1.56578 0.85211 -0.78505
H 0.05454 1.25000 2.10384
H 0.80357 -2.04870 -0.96390
```

Calculated values
Orbital gap (eV): 8.90
Relative energy (zero: lowest compared OMol25 entry of this formula, charge and spin) (eV): 5.150
DFT total energy (eV): -18570.4194
Net charge: 0


Entry 3:
# C2H5NO2S

2 unconnected molecules or ions with the total composition C2H5NO2S at a distorted geometry (the ωB97M-V functional and the def2-TZVPD basis, the Open Molecules 2025 dataset).

```
11
C2H5NO2S, DFT the ωB97M-V functional and the def2-TZVPD basis
S 0.14768 -0.78733 0.18817
O -0.54685 -1.42280 1.33178
O 0.72310 -3.60010 -0.19987
N 0.29179 1.78400 -0.39983
C -0.34290 0.79947 0.32169
C 0.03132 2.99152 -0.74436
H 1.08990 -3.76089 0.71224
H -0.97977 3.42894 -0.59820
H 0.73284 3.65994 -1.20543
H -0.06413 -4.22457 -0.38354
H -1.08299 1.13181 0.97734
```

Calculated values
Orbital gap (spin up / spin down) (eV): 7.59 / 7.59
Relative energy (zero: lowest compared OMol25 entry of this formula, charge and spin) (eV): 3.221
DFT total energy (eV): -18572.3478
Net charge: 0


Entry 4:
# C2H5NO2S

A single C2H5NO2S molecule at a distorted geometry (the ωB97M-V functional and the def2-TZVPD basis, the Open Molecules 2025 dataset).

```
11
C2H5NO2S, DFT the ωB97M-V functional and the def2-TZVPD basis
S -0.48474 0.83262 1.10110
O -0.09520 2.07065 0.51015
O -0.60377 -0.26366 -0.24832
N -0.28286 -0.75044 -2.47723
C -1.04135 -0.45643 -1.50556
C 1.13020 0.09720 1.73240
H -0.69568 -0.92776 -3.34974
H 2.05623 0.69734 1.39617
H -2.18917 -0.46977 -1.58778
H 1.19930 -0.94339 1.50747
H 1.00705 0.11365 2.92135
```

Calculated values
Orbital gap (eV): 10.58
Relative energy (zero: lowest compared OMol25 entry of this formula, charge and spin) (eV): 2.760
DFT total energy (eV): -18572.8097
Net charge: 0